Model a:
22
Properties=species:S:1:pos:R:3:nbo_charge:R:1 method="wB97M-V/def2-TZVPD" smiles=C[C@@H](O)[C@@H](O)C(O)(O)CO total_charge=0
C 2.766 0.448 0.094 -0.639
C 1.473 -0.269 -0.277 0.076
O 1.491 -1.617 0.168 -0.746
C 0.261 0.445 0.362 0.049
O 0.242 1.796 -0.012 -0.710
C -1.068 -0.219 -0.054 0.449
O -1.125 -0.142 -1.461 -0.750
O -1.186 -1.541 0.382 -0.751
C -2.285 0.522 0.535 -0.092
O -3.459 -0.050 0.018 -0.723
H 3.606 0.036 -0.463 0.203
H 2.676 1.507 -0.130 0.239
H 2.954 0.332 1.160 0.212
H 1.333 -0.246 -1.370 0.175
H 2.314 -2.022 -0.125 0.484
H 0.354 0.413 1.452 0.191
H -0.003 1.823 -0.947 0.481
H -2.051 -0.276 -1.712 0.493
H -0.328 -1.979 0.271 0.510
H -2.275 1.569 0.231 0.195
H -2.251 0.456 1.628 0.172
H -3.437 -0.988 0.251 0.481

---

Model b:
22
Properties=species:S:1:pos:R:3:nbo_charge:R:1 method="wB97M-V/def2-TZVPD" smiles=OC[C@@H](O)[C@H](O)[C@@H](O)CO total_charge=0
O 1.892 1.718 0.208 -0.672
C 2.351 0.654 0.277 -0.036
C 1.403 -0.542 -0.307 0.151
O 1.884 -1.588 -0.186 -0.710
C -0.053 -0.705 0.644 0.032
O -0.717 -1.675 -0.107 -0.719
C -0.751 0.676 0.282 0.031
O -0.741 1.003 -1.170 -0.740
C -2.119 0.455 0.708 -0.107
O -2.898 -0.222 -0.223 -0.694
H 1.287 1.925 -0.563 0.499
H 2.530 0.356 1.169 0.134
H 3.207 0.439 -0.195 0.086
H 1.150 -0.451 -1.463 0.111
H 2.700 -1.681 -0.734 0.471
H 0.367 -0.602 1.483 0.174
H -0.115 -2.393 -0.175 0.488
H -0.399 1.530 1.063 0.213
H -1.602 0.713 -1.405 0.486
H -2.155 0.013 1.637 0.175
H -2.829 1.420 0.731 0.174
H -2.630 -0.987 -0.245 0.453

---

The relative energies come out as model a 0.000; model b 9.177, with values in eV.